No. 1
Entry from OMol25: a 2-piece molecular cluster, C4H7NO2 overall at a distorted geometry (wB97M-V/def2-TZVPD).

Structure (XYZ):
```
14
Properties=species:S:1:pos:R:3
C 2.32 0.13 -0.64
N 1.91 -0.84 0.34
C 0.91 -1.12 0.95
C -0.99 1.20 0.15
O -1.78 0.39 -0.52
C -2.49 -0.59 -0.10
O 0.02 -1.52 1.61
H 1.46 0.71 -0.99
H 3.05 0.81 -0.21
H 2.78 -0.38 -1.49
H -0.68 2.07 -0.41
H -1.02 1.15 1.23
H -3.00 -1.17 -0.86
H -2.49 -0.84 0.96
```

- max |F| (eV Å⁻¹) = 1.0
- spin multiplicity = 1
- molar mass (Da) = 101.1
- gap between HOMO and LUMO (alpha / beta) (Eh) = 0.3093 / 0.2959

Charge distribution, natural (NBO) scheme, values in e: number 1, C, carries -0.41; number 2, N, carries -0.54; number 3, C, carries 0.86; number 4, C, carries -0.21; number 5, O, carries -0.35; number 6, C, carries -0.09; number 7, O, carries -0.55; number 8, H, carries 0.21; number 9, H, carries 0.21; number 10, H, carries 0.21; number 11, H, carries 0.17; number 12, H, carries 0.16; number 13, H, carries 0.17; number 14, H, carries 0.17

***

No. 2
Entry from OMol25: one molecule with the formula C4H7NO2 (wB97M-V/def2-TZVPD).

Structure (XYZ):
```
14
Properties=species:S:1:pos:R:3
N 1.20 0.33 1.95
C 1.00 0.81 0.69
O 1.02 2.00 0.43
C 0.70 -0.25 -0.36
C -0.78 -0.57 -0.38
C -1.68 -0.06 -1.42
O -1.22 -1.40 -1.44
H 1.45 0.99 2.68
H 1.28 -0.65 2.14
H 1.26 -1.18 -0.16
H 1.02 0.13 -1.33
H -1.23 -0.80 0.59
H -1.28 0.59 -2.20
H -2.73 0.07 -1.19
```

- max |F| (eV Å⁻¹) = 0.3
- spin multiplicity = 1
- molar mass (Da) = 101.1
- gap between HOMO and LUMO (Eh) = 0.3963
- structure (SMILES) = NC(=O)C[C@H]1CO1

Charge distribution, natural (NBO) scheme, values in e: number 1, N, carries -0.83; number 2, C, carries 0.67; number 3, O, carries -0.60; number 4, C, carries -0.52; number 5, C, carries 0.06; number 6, C, carries -0.10; number 7, O, carries -0.49; number 8, H, carries 0.41; number 9, H, carries 0.39; number 10, H, carries 0.22; number 11, H, carries 0.24; number 12, H, carries 0.18; number 13, H, carries 0.19; number 14, H, carries 0.18

***

No. 3
Entry from OMol25: one molecule with the formula C4H7NO2 at a distorted geometry (wB97M-V/def2-TZVPD).

Structure (XYZ):
```
14
Properties=species:S:1:pos:R:3
N -0.03 -1.23 2.29
C 0.16 -0.26 1.35
O 1.16 0.44 1.32
C -1.01 -0.08 0.37
C -0.66 0.73 -0.82
C 1.09 0.97 -1.96
O 0.08 0.11 -1.77
H 0.74 -1.43 2.92
H -0.78 -1.90 2.22
H -1.84 0.38 0.92
H -1.34 -1.08 0.03
H -0.81 1.79 -0.93
H 1.63 1.32 -1.09
H 1.38 1.13 -2.99
```

- max |F| (eV Å⁻¹) = 1.4
- spin multiplicity = 1
- molar mass (Da) = 101.1
- gap between HOMO and LUMO (alpha / beta) (Eh) = 0.3088 / 0.3108

Charge distribution, natural (NBO) scheme, values in e: number 1, N, carries -0.83; number 2, C, carries 0.68; number 3, O, carries -0.62; number 4, C, carries -0.59; number 5, C, carries 0.13; number 6, C, carries -0.10; number 7, O, carries -0.47; number 8, H, carries 0.40; number 9, H, carries 0.39; number 10, H, carries 0.24; number 11, H, carries 0.23; number 12, H, carries 0.18; number 13, H, carries 0.19; number 14, H, carries 0.16

***

No. 4
Entry from OMol25: a 2-piece molecular cluster, C4H7NO2 overall at a distorted geometry (wB97M-V/def2-TZVPD).

Structure (XYZ):
```
14
Properties=species:S:1:pos:R:3
O 2.40 -0.08 0.05
C 1.21 0.03 -0.70
C 0.04 -0.24 0.22
C -0.46 -1.46 0.43
N -0.31 0.87 1.02
C -1.67 1.06 -1.41
O -2.73 0.67 -1.29
H 2.20 0.32 0.90
H 1.12 1.04 -1.14
H 1.25 -0.68 -1.52
H 0.01 -2.33 -0.02
H -1.27 -1.62 1.13
H -1.04 0.65 1.68
H -0.56 1.68 0.47
```

- max |F| (eV Å⁻¹) = 1.7
- spin multiplicity = 1
- molar mass (Da) = 101.1
- gap between HOMO and LUMO (Eh) = 0.3537

Charge distribution, natural (NBO) scheme, values in e: number 1, O, carries -0.70; number 2, C, carries -0.11; number 3, C, carries 0.13; number 4, C, carries -0.47; number 5, N, carries -0.83; number 6, C, carries 0.49; number 7, O, carries -0.50; number 8, H, carries 0.47; number 9, H, carries 0.17; number 10, H, carries 0.19; number 11, H, carries 0.21; number 12, H, carries 0.19; number 13, H, carries 0.37; number 14, H, carries 0.37

***

No. 5
Entry from OMol25: C4H7NO2 as an isolated structure (wB97M-V/def2-TZVPD).

Structure (XYZ):
```
14
Properties=species:S:1:pos:R:3
C -1.33 -0.95 0.08
C -0.34 -0.11 -0.70
C 0.03 1.25 0.02
N 1.47 1.09 0.35
C 1.64 -0.14 0.79
O 2.12 -0.92 1.52
O 0.91 -0.76 -0.81
H -0.95 -1.13 1.10
H -1.47 -1.92 -0.40
H -2.30 -0.44 0.16
H -0.72 0.10 -1.71
H -0.57 1.40 0.93
H -0.07 2.13 -0.61
H 1.58 0.40 -0.72
```

- max |F| (eV Å⁻¹) = 1.0
- spin multiplicity = 1
- molar mass (Da) = 101.1
- gap between HOMO and LUMO (Eh) = 0.3970

Charge distribution, natural (NBO) scheme, values in e: number 1, C, carries -0.63; number 2, C, carries 0.06; number 3, C, carries -0.26; number 4, N, carries -0.67; number 5, C, carries 0.92; number 6, O, carries -0.44; number 7, O, carries -0.69; number 8, H, carries 0.21; number 9, H, carries 0.23; number 10, H, carries 0.21; number 11, H, carries 0.18; number 12, H, carries 0.20; number 13, H, carries 0.21; number 14, H, carries 0.47

***

No. 6
Entry from OMol25: a 2-piece molecular cluster, C4H7NO2 overall (wB97M-V/def2-TZVPD).

Structure (XYZ):
```
14
Properties=species:S:1:pos:R:3
C 0.25 1.88 -1.08
N 0.07 -0.18 -0.65
C 0.01 -1.45 -1.17
O 0.13 -1.71 -2.35
C -0.03 0.12 0.63
O 0.05 1.35 0.86
C -0.22 -0.85 1.76
H 0.86 1.49 -1.89
H -0.80 1.99 -1.33
H 0.69 2.73 -0.58
H -0.16 -2.26 -0.43
H -1.16 -1.41 1.63
H -0.26 -0.31 2.71
H 0.60 -1.57 1.79
```

- max |F| (eV Å⁻¹) = 0.5
- spin multiplicity = 1
- molar mass (Da) = 101.1
- gap between HOMO and LUMO (Eh) = 0.3557

Charge distribution, natural (NBO) scheme, values in e: number 1, C, carries -0.20; number 2, N, carries -0.59; number 3, C, carries 0.53; number 4, O, carries -0.57; number 5, C, carries 0.67; number 6, O, carries -0.57; number 7, C, carries -0.70; number 8, H, carries 0.21; number 9, H, carries 0.21; number 10, H, carries 0.20; number 11, H, carries 0.09; number 12, H, carries 0.24; number 13, H, carries 0.25; number 14, H, carries 0.24

***

No. 7
Entry from OMol25: one molecule with the formula C4H7NO2 at a distorted geometry (wB97M-V/def2-TZVPD).

Structure (XYZ):
```
14
Properties=species:S:1:pos:R:3
C -0.63 1.05 -1.42
O -0.94 0.82 -0.06
C 0.14 0.98 0.79
O 1.12 -0.03 0.66
C 0.67 -1.31 0.99
C -0.03 -1.99 -0.13
N -0.54 -2.54 -1.01
H 0.10 0.33 -1.80
H -1.57 0.94 -1.97
H -0.24 2.07 -1.56
H 0.68 1.91 0.61
H -0.28 0.96 1.81
H 1.55 -1.90 1.25
H -0.01 -1.29 1.86
```

- max |F| (eV Å⁻¹) = 1.1
- spin multiplicity = 1
- molar mass (Da) = 101.1
- gap between HOMO and LUMO (Eh) = 0.4245
- structure (SMILES) = COCOCC#N

Charge distribution, natural (NBO) scheme, values in e: number 1, C, carries -0.26; number 2, O, carries -0.54; number 3, C, carries 0.22; number 4, O, carries -0.52; number 5, C, carries -0.17; number 6, C, carries 0.25; number 7, N, carries -0.31; number 8, H, carries 0.19; number 9, H, carries 0.20; number 10, H, carries 0.17; number 11, H, carries 0.16; number 12, H, carries 0.16; number 13, H, carries 0.23; number 14, H, carries 0.21

***

No. 8
Entry from OMol25: a 2-piece molecular cluster, C4H7NO2 overall at a distorted geometry (wB97M-V/def2-TZVPD).

Structure (XYZ):
```
14
Properties=species:S:1:pos:R:3
C -0.86 -3.10 0.07
C -0.14 0.75 0.33
C 0.94 1.31 1.20
C -0.31 1.29 -1.08
N -0.21 -2.76 -0.83
O -0.89 -0.10 0.75
O 0.45 -2.38 -1.72
H -1.14 -3.33 1.07
H 0.35 1.80 1.90
H 1.45 2.10 0.86
H 1.42 0.54 1.65
H 0.02 2.29 -1.20
H -1.37 1.03 -1.39
H 0.29 0.54 -1.62
```

- max |F| (eV Å⁻¹) = 6.8
- spin multiplicity = 3
- molar mass (Da) = 101.1
- gap between HOMO and LUMO (alpha / beta) (Eh) = 0.2288 / 0.2865

Charge distribution, natural (NBO) scheme, values in e: number 1, C, carries -0.08; number 2, C, carries 0.17; number 3, C, carries -0.61; number 4, C, carries -0.61; number 5, N, carries 0.23; number 6, O, carries -0.25; number 7, O, carries -0.40; number 8, H, carries 0.25; number 9, H, carries 0.21; number 10, H, carries 0.22; number 11, H, carries 0.21; number 12, H, carries 0.22; number 13, H, carries 0.22; number 14, H, carries 0.23